# 1
{
  "formula": "C37H32ClLaOP2",
  "method": "wB97M-V/def2-TZVPD",
  "charge": 2,
  "lumo_energy_ev": -7.05,
  "total_energy_ha": -2678.3314,
  "e_above_lowest_ev": 0.497,
  "homo_energy_ev": -13.13,
  "symbols": ["H", "H", "C", "H", "H", "H", "C", "C", "H", "H", "H", "C", "C", "H", "C", "C", "C", "H", "Cl", "H", "H", "C", "C", "H", "O", "C", "H", "C", "H", "H", "H", "P", "C", "H", "C", "C", "H", "C", "H", "C", "C", "C", "C", "C", "C", "H", "C", "C", "C", "C", "C", "C", "C", "P", "H", "C", "H", "La", "H", "H", "C", "H", "C", "H", "H", "H", "H", "C", "C", "C", "C", "H", "H", "C"],
  "xyz": [[2.33, -0.02, 1.04], [-2.88, -3.40, -0.24], [2.09, -2.70, -4.83], [-4.73, -1.05, 2.24], [1.12, -0.39, 5.18], [4.44, -2.26, -2.41], [-2.72, -0.32, 2.52], [-1.51, 2.61, 5.84], [-2.86, 0.62, 1.97], [-2.10, -1.92, -1.92], [5.17, -1.29, 4.03], [1.10, -1.83, -4.35], [1.20, 4.13, -4.21], [1.26, 2.91, 3.11], [-1.39, 1.63, 4.86], [-3.49, -2.50, 3.26], [-0.65, 3.72, 5.85], [-0.94, 0.85, -5.05], [0.64, -2.78, 0.39], [2.71, -0.71, -1.56], [4.62, -0.75, 1.67], [-1.68, 0.18, -4.61], [-1.43, -0.39, -3.36], [-2.01, -3.81, 4.15], [0.30, 2.08, 0.04], [-0.17, 1.06, 0.38], [2.99, 3.17, -4.98], [-1.41, -0.68, 3.00], [1.03, 4.67, 4.86], [-0.69, 4.77, -3.38], [-2.14, -3.64, -0.27], [0.08, 0.00, -2.39], [2.52, -1.28, -2.47], [-0.11, -2.25, 3.71], [3.28, -2.88, -4.12], [1.56, -0.19, 3.06], [-1.26, 2.55, -2.47], [-3.74, -1.28, 2.63], [-4.75, -1.15, -5.24], [2.56, -0.28, 2.08], [-2.20, -2.86, 3.65], [3.85, -0.69, 2.43], [0.56, 1.60, -3.16], [-2.86, -0.11, -5.30], [2.07, 3.05, -4.40], [-2.06, 0.77, 4.86], [-3.82, -0.94, -4.71], [3.16, -0.91, 4.74], [1.87, -0.49, 4.40], [-1.13, -1.98, 3.46], [-3.57, -1.52, -3.46], [3.50, -2.16, -2.95], [1.30, -1.13, -3.16], [-0.07, 0.46, 2.63], [2.43, 0.95, -4.02], [4.16, -0.99, 3.76], [-3.02, 0.32, -6.28], [-1.40, -1.20, 0.43], [-2.27, 2.50, 6.61], [-4.31, -3.19, 3.46], [-0.32, 2.69, -2.99], [1.45, 5.10, -4.63], [1.76, 1.79, -3.87], [1.92, -3.23, -5.77], [0.18, -1.68, -4.92], [-4.32, -2.17, -3.00], [4.05, -3.56, -4.50], [0.48, 2.84, 3.88], [-0.40, 1.74, 3.86], [-2.36, -1.29, -2.81], [0.35, 3.82, 4.86], [3.40, -1.15, 5.78], [-0.74, 4.48, 6.63], [0.00, 3.94, -3.51]]
}

---

# 2
{
  "formula": "C22H25N4O2PPtS3",
  "method": "wB97M-V/def2-TZVPD",
  "charge": 1,
  "lumo_energy_ev": [-5.47, -5.43],
  "multiplicity": 2,
  "total_energy_ha": -2877.8929,
  "e_above_lowest_ev": 3.315,
  "s_squared": 0.7649,
  "homo_energy_ev": [-10.62, -10.60],
  "symbols": ["N", "H", "C", "C", "S", "H", "H", "H", "H", "C", "C", "H", "C", "N", "H", "Pt", "C", "H", "H", "C", "C", "H", "H", "C", "C", "H", "H", "C", "H", "C", "H", "N", "H", "O", "C", "H", "C", "C", "S", "C", "H", "H", "H", "C", "N", "C", "S", "H", "O", "C", "C", "C", "P", "H", "H", "H", "H", "C"],
  "xyz": [[0.21, 0.04, -2.22], [-4.37, 2.26, 3.26], [-2.06, -0.54, 3.03], [2.14, 0.21, -3.60], [-0.31, 2.55, 0.74], [-2.19, -1.19, 2.16], [-2.56, -0.99, 3.88], [-2.67, 7.31, 1.82], [-3.97, 6.29, 1.18], [-4.27, 2.37, 2.17], [-0.62, -0.30, 3.29], [-0.66, 0.01, -5.45], [-5.16, 3.46, 1.62], [0.20, -0.21, 2.25], [1.60, 0.20, 5.79], [-0.58, 0.07, 0.03], [0.45, -2.81, 0.35], [-2.27, -0.98, -2.48], [-4.51, 1.41, 1.70], [1.55, 0.11, -2.34], [2.36, -0.03, 1.21], [-2.48, 0.75, -2.77], [3.09, 0.35, 3.83], [1.51, -0.02, 2.42], [-2.93, 6.59, 1.04], [3.21, 0.29, -3.69], [-0.82, -0.27, 5.42], [-0.01, 0.06, -4.59], [-4.99, 4.40, 2.15], [-2.01, 5.39, 1.12], [-2.49, -0.37, -4.13], [-0.42, -2.13, -0.06], [4.26, -0.36, 2.18], [-2.88, 2.63, 1.95], [3.75, -0.15, -1.14], [-0.98, 5.65, 0.87], [1.20, 0.08, 4.79], [3.74, -0.23, 1.25], [-2.91, 0.30, -0.12], [-2.03, -0.16, -3.17], [5.50, -0.42, 0.06], [-2.04, 4.95, 2.13], [4.30, -0.21, -2.07], [2.04, 0.15, 3.69], [1.72, 0.10, 0.04], [4.43, -0.28, 0.05], [1.63, -3.74, 0.88], [-4.96, 3.61, 0.56], [-2.45, 4.41, 0.17], [2.37, 0.03, -1.12], [1.36, 0.19, -4.74], [-0.14, -0.17, 4.60], [-2.34, 2.83, 0.43], [-2.83, 7.07, 0.07], [-2.54, 0.41, 2.81], [-6.20, 3.18, 1.73], [1.80, 0.24, -5.72], [-0.56, 0.00, -3.31]]
}

---

# 3
{
  "formula": "C6H18ClN4O4Ru",
  "method": "wB97M-V/def2-TZVPD",
  "charge": 2,
  "lumo_energy_ev": [-9.92, -9.68],
  "multiplicity": 2,
  "total_energy_ha": -1313.5057,
  "e_above_lowest_ev": 4.447,
  "s_squared": 1.0741,
  "homo_energy_ev": [-16.99, -17.67],
  "symbols": ["O", "O", "H", "H", "H", "N", "C", "H", "O", "H", "H", "H", "C", "C", "H", "Cl", "C", "C", "H", "H", "O", "H", "H", "N", "H", "Ru", "H", "H", "H", "N", "H", "N", "H", "C"],
  "xyz": [[-2.26, -0.93, -0.88], [-2.46, -0.25, 1.29], [2.35, 1.36, 1.95], [2.54, -2.02, 0.84], [-0.27, 2.75, -0.62], [0.37, 1.98, -0.84], [1.73, -1.94, -1.15], [1.77, 2.76, 0.47], [-2.29, 1.30, -0.38], [-0.52, -0.62, 3.03], [3.63, -1.30, -0.34], [0.23, 1.75, -1.83], [2.46, 0.29, 1.78], [1.54, -0.44, 2.77], [1.60, -1.52, 2.67], [-2.93, 0.05, -0.05], [2.60, 1.02, -0.54], [1.75, 2.29, -0.51], [1.87, -0.19, 3.79], [2.15, -2.91, -1.43], [-4.28, 0.06, -0.17], [1.76, -1.30, -2.04], [0.00, 0.94, 2.84], [0.35, -2.05, -0.71], [2.18, 3.01, -1.23], [-0.40, 0.00, 0.22], [0.24, -2.75, 0.04], [3.50, 0.02, 1.98], [3.64, 1.29, -0.31], [0.16, -0.02, 2.54], [2.58, 0.62, -1.56], [2.11, -0.01, 0.38], [-0.28, -2.31, -1.47], [2.59, -1.35, -0.02]]
}

---

# 4
{
  "formula": "C15H16N6O2",
  "method": "wB97M-V/def2-TZVPD",
  "lumo_energy_ev": -1.71,
  "total_energy_ha": -1060.0489,
  "e_above_lowest_ev": 0.000,
  "homo_energy_ev": -8.32,
  "smiles": "O=[N+]([O-])c1ccc2nnnn2c1.c1ccc([C@H]2CCCN2)cc1",
  "symbols": ["N", "H", "H", "C", "N", "H", "O", "H", "C", "C", "N", "N", "C", "H", "H", "H", "N", "C", "N", "C", "C", "H", "H", "C", "H", "C", "C", "H", "H", "O", "C", "C", "H", "H", "C", "C", "H", "C", "H"],
  "xyz": [[1.10, 1.55, -3.73], [0.82, 0.26, 1.18], [0.17, 0.14, -1.67], [3.32, 0.62, -3.02], [0.05, 0.72, 1.65], [0.90, 1.64, 3.33], [1.60, 2.20, -4.67], [0.88, 2.66, 1.85], [0.31, 1.90, 2.43], [-1.20, 0.78, 0.97], [2.63, -2.06, 0.52], [1.58, -1.41, 0.07], [1.24, 0.10, -1.84], [-1.10, 1.33, 0.01], [5.12, -0.33, -2.20], [-3.13, -4.18, 0.10], [2.00, -0.69, -1.01], [3.36, -0.90, -1.16], [3.75, -1.78, -0.21], [-1.09, 2.43, 2.79], [-2.09, 1.63, 1.93], [-1.16, 3.50, 2.59], [-3.53, -2.37, -1.58], [4.04, -0.19, -2.18], [-1.30, 2.26, 3.85], [-1.96, -2.91, 1.41], [-2.72, -3.18, 0.26], [-2.67, 0.96, 2.56], [-2.57, -0.08, -1.20], [-0.13, 1.57, -3.47], [-1.70, -0.62, 0.68], [-2.95, -2.17, -0.68], [-0.82, -1.39, 2.48], [-2.78, 2.27, 1.37], [-1.44, -1.62, 1.61], [-2.43, -0.89, -0.48], [-1.77, -3.68, 2.15], [1.91, 0.74, -2.87], [3.77, 1.20, -3.82]]
}

---

# 5
{
  "formula": "C3H2N2OS2",
  "method": "wB97M-V/def2-TZVPD",
  "lumo_energy_ev": -2.37,
  "total_energy_ha": -1096.5033,
  "e_above_lowest_ev": 3.421,
  "homo_energy_ev": -9.25,
  "smiles": "S=[N+]([S-])c1cnoc1",
  "symbols": ["C", "N", "S", "C", "N", "H", "C", "O", "S", "H"],
  "xyz": [[0.71, 1.09, 0.18], [-1.52, 0.01, -0.05], [-2.29, -1.45, 0.17], [-0.12, -0.06, -0.10], [1.97, 0.76, 0.27], [0.36, 2.10, 0.34], [0.76, -1.12, -0.15], [1.97, -0.68, -0.12], [-2.21, 1.48, -0.09], [0.37, -2.13, -0.44]]
}

---

# 6
{
  "formula": "C2H2ClN",
  "method": "wB97M-V/def2-TZVPD",
  "lumo_energy_ev": [-0.87, -0.88],
  "total_energy_ha": -592.1227,
  "e_above_lowest_ev": 5.604,
  "homo_energy_ev": [-9.53, -9.51],
  "symbols": ["N", "Cl", "C", "C", "H", "H"],
  "xyz": [[1.99, -0.93, -0.27], [2.22, 0.44, 0.38], [-1.12, -0.06, 0.57], [-1.18, 0.25, -0.60], [-1.16, 0.43, -1.62], [-0.76, -0.13, 1.54]]
}